DFT (ωB97M-V/def2-TZVPD) results for C3HBrCl2 as an isolated structure at a distorted geometry.

## Properties
total charge = 0
<S²> = 2.011
E = -98206.245 eV
spin multiplicity = 3
energy above the lowest of the compared OMol25 structures with the same formula, charge and spin = 163.7 kJ/mol

Each line ends with the natural charge from an NBO analysis.
Positions of all 7 atoms, in Å:
C -2.04155 1.04829 0.86103  0.09
C -3.09816 0.74778 0.36693  -0.21
C -0.05557 0.70889 0.58802  -0.42
Cl -4.68101 0.51740 -0.05728  0.22
Cl 0.63927 0.28847 2.10042  0.02
Br 0.55133 2.28681 -0.22228  0.08
H -0.27598 -0.10991 -0.09837  0.21